Entry from the Open Molecules 2025 dataset: a cluster of 11 separate species, C44H121N11O11 in total (the ωB97M-V functional and the def2-TZVPD basis).

ORCA input file:
```
! wB97M-V def2-TZVPD RIJCOSX def2/J DEFGRID3
* xyz 0 1
C 9.23145 -20.01334 -23.33781
O 8.39846 -20.51074 -22.32154
C 8.72268 -19.96334 -21.04721
C 10.00326 -20.56601 -20.47149
C 9.92829 -22.11114 -20.35844
N 10.45531 -20.00571 -19.19173
H 8.91410 -20.22127 -24.35878
H 10.25730 -20.37289 -23.20853
H 9.28974 -18.91546 -23.30685
H 8.71420 -18.86951 -21.07256
H 7.83354 -20.21546 -20.45983
H 10.77630 -20.35955 -21.21404
H 10.54944 -22.48359 -19.54191
H 10.43443 -22.58551 -21.20572
H 8.92996 -22.53694 -20.26663
H 11.03518 -20.65003 -18.66862
H 9.65511 -19.94948 -18.55631
C 7.96237 -17.19412 -18.51554
O 7.14633 -16.27259 -19.22663
C 6.15584 -16.92986 -20.00634
C 5.56019 -15.89604 -20.95173
C 4.65718 -14.87151 -20.20339
N 4.80126 -16.54441 -22.06496
H 7.40867 -17.81621 -17.81295
H 8.81574 -16.63952 -18.13063
H 8.43651 -17.88897 -19.21816
H 6.68169 -17.64506 -20.64892
H 5.37054 -17.46275 -19.46066
H 6.32868 -15.27016 -21.41377
H 4.10944 -14.19616 -20.86025
H 5.29510 -14.29154 -19.53583
H 3.92280 -15.45844 -19.64303
H 4.20875 -15.78971 -22.40882
H 4.09658 -17.03136 -21.49435
C 12.87211 -26.25472 -16.98808
O 11.77816 -25.58183 -17.54698
C 10.53157 -25.94079 -16.95129
C 9.51899 -24.95812 -17.59568
C 8.13456 -24.86824 -16.91864
N 9.30910 -25.24935 -19.01005
H 13.44647 -25.65458 -16.27586
H 13.54993 -26.56771 -17.78753
H 12.65631 -27.19781 -16.47267
H 10.26725 -26.97915 -17.17614
H 10.63340 -25.81624 -15.86862
H 9.93642 -23.95214 -17.50438
H 8.20067 -24.42070 -15.92438
H 7.48853 -25.74366 -16.88598
H 7.67304 -24.10044 -17.54753
H 8.76684 -26.11387 -19.01854
H 10.21418 -25.55105 -19.37197
C 4.48729 -19.54820 -10.44177
O 5.75400 -19.12039 -9.93770
C 6.41533 -18.16095 -10.71138
C 7.78159 -17.80464 -10.05815
C 7.64291 -17.36059 -8.62209
N 8.44092 -16.79489 -10.88552
H 4.08270 -20.14738 -9.62431
H 4.54400 -20.07231 -11.39190
H 3.85225 -18.65956 -10.34646
H 6.63189 -18.56884 -11.70740
H 5.82208 -17.23386 -10.70777
H 8.40159 -18.70475 -10.03002
H 7.11609 -16.41489 -8.46236
H 8.63059 -17.25280 -8.17098
H 7.16062 -18.08067 -7.95936
H 8.77914 -17.21924 -11.73805
H 7.72157 -16.10012 -11.05822
C 12.02912 -16.90879 -17.64822
O 13.31965 -17.09923 -17.11425
C 14.07070 -18.17186 -17.62467
C 15.55342 -17.79614 -17.42915
C 15.92510 -16.60853 -18.29864
N 16.34488 -19.02652 -17.60042
H 11.45972 -16.17582 -17.08504
H 11.45524 -17.84293 -17.66876
H 12.17195 -16.60788 -18.69224
H 13.84969 -19.05219 -17.00361
H 13.77963 -18.35287 -18.66565
H 15.58401 -17.51398 -16.37093
H 16.28839 -16.89636 -19.28860
H 16.73726 -16.03625 -17.84231
H 15.12363 -15.89178 -18.46853
H 16.01716 -19.69881 -16.91980
H 17.32081 -18.82014 -17.42660
C 8.06370 -21.60852 -12.15648
O 8.61308 -20.88098 -13.21455
C 8.01531 -21.08769 -14.50824
C 8.85902 -20.25933 -15.45606
C 8.96508 -18.78685 -15.07046
N 8.35124 -20.26944 -16.83142
H 6.98484 -21.51640 -11.97630
H 8.49709 -21.29691 -11.20652
H 8.27431 -22.67341 -12.30631
H 8.06633 -22.15861 -14.72853
H 6.98454 -20.73606 -14.38700
H 9.83828 -20.74272 -15.40712
H 8.03691 -18.24159 -15.25991
H 9.74019 -18.35749 -15.70468
H 9.16901 -18.70279 -14.00414
H 7.50050 -19.72345 -16.91287
H 8.08025 -21.20485 -17.12638
C 12.33086 -18.96936 -13.13400
O 13.46688 -19.09325 -12.30817
C 14.02855 -17.86482 -11.94896
C 14.86290 -17.97298 -10.65716
C 15.55083 -16.60523 -10.49874
N 15.90064 -18.98774 -10.90574
H 12.60317 -18.65291 -14.15015
H 11.65657 -18.20150 -12.74415
H 11.81583 -19.92019 -13.25703
H 14.62868 -17.45208 -12.77410
H 13.31580 -17.03294 -11.81717
H 14.30107 -18.18786 -9.74990
H 16.23111 -16.63010 -9.64842
H 14.85507 -15.76879 -10.46977
H 16.18645 -16.45206 -11.37614
H 16.41526 -18.64869 -11.71435
H 15.47334 -19.84961 -11.22728
C 5.01519 -20.99624 -17.34779
O 5.28427 -19.57932 -17.38035
C 4.80692 -18.87940 -16.23475
C 3.83148 -17.74868 -16.47417
C 4.45877 -16.37620 -16.74865
N 2.93246 -17.58741 -15.33616
H 5.27400 -21.27397 -18.37025
H 3.94786 -21.21879 -17.29428
H 5.64666 -21.40163 -16.55962
H 4.49718 -19.53670 -15.41577
H 5.69181 -18.39627 -15.79559
H 3.15247 -18.05176 -17.28612
H 4.92957 -16.36924 -17.73566
H 5.28346 -16.06340 -16.10772
H 3.68160 -15.61465 -16.80484
H 2.23537 -16.87040 -15.38490
H 2.67080 -18.44012 -14.87264
C 11.95234 -21.41007 -4.89235
O 12.17950 -20.11615 -5.38022
C 12.41034 -20.10258 -6.77208
C 11.18530 -20.49105 -7.65159
C 11.49403 -20.74587 -9.12748
N 10.23522 -19.34939 -7.59984
H 11.99623 -21.51672 -3.80720
H 12.68099 -22.14227 -5.25884
H 10.93700 -21.72767 -5.15514
H 12.72330 -19.09918 -7.05519
H 13.24040 -20.78152 -7.00785
H 10.61107 -21.34166 -7.28253
H 12.04386 -21.67705 -9.26724
H 11.99300 -19.87416 -9.55361
H 10.54539 -20.87263 -9.64908
H 10.76595 -18.47789 -7.64397
H 9.96007 -19.26183 -6.61821
C 7.81044 -29.99013 -13.80899
O 7.76940 -28.60272 -14.01514
C 7.16741 -27.88216 -12.95307
C 7.40920 -26.37411 -13.08788
C 8.01059 -25.82064 -11.77851
N 6.27346 -25.52741 -13.40750
H 8.46860 -30.31177 -12.99157
H 8.25025 -30.40640 -14.71347
H 6.81782 -30.39972 -13.60167
H 6.12350 -28.16467 -12.76795
H 7.68157 -28.25405 -12.05686
H 8.17642 -26.22358 -13.85958
H 8.75739 -26.54322 -11.45469
H 7.29372 -25.60353 -10.98494
H 8.41958 -24.82847 -11.98313
H 6.56271 -24.56473 -13.50922
H 5.80654 -25.81907 -14.25863
C 11.03633 -10.92189 -14.66446
O 10.75896 -12.29383 -14.66972
C 10.49997 -12.83986 -13.38652
C 9.78301 -14.19607 -13.60400
C 10.63242 -15.30807 -14.14035
N 8.62216 -13.97771 -14.44868
H 10.27986 -10.31650 -14.14055
H 11.07975 -10.55186 -15.68627
H 11.94942 -10.76274 -14.07341
H 11.36075 -12.96819 -12.72062
H 9.84828 -12.15296 -12.83309
H 9.39840 -14.33274 -12.58528
H 11.60111 -15.39055 -13.63581
H 10.84120 -15.33038 -15.20695
H 10.13263 -16.25175 -13.89399
H 8.67619 -13.15462 -15.03114
H 8.37525 -14.73631 -15.06732
*
```

Properties
**HOMO level**: -8.77 eV
**ΔE to the lowest compared entry with this formula, charge and spin**: 368.77 kJ/mol
**DFT total energy**: -3178.6478 a.u.
**Maximum force**: 2.4 eV/A